# 1
Computed, not measured: C3H7N5 in the gas phase, with ωB97M-V with the def2-TZVPD basis set.

Its LUMO energy (alpha / beta) is 0.1 / -0.4 eV. For the molar mass, the calculation gives 113.12 g/mol. The value obtained for the total energy is -392.0788 Ha. For the energy above the lowest of the compared OMol25 structures with the same formula, charge and spin, the calculation gives 578.3 kJ/mol. The net charge is 0.

Last column: Löwdin charge in e.
Cartesian coordinates (Å):
C -0.15404 1.11876 -0.27335  -0.474
C -2.28856 -0.19292 -0.49684  -0.046
C 2.58956 -0.85937 0.81725  -0.095
N -0.36321 -1.18871 0.45367  0.188
N 1.07257 0.89945 0.14156  0.081
N -0.58562 2.19657 -0.76523  0.114
N -0.91985 -0.16703 -0.04807  -0.234
N 1.31294 -0.21172 0.70146  -0.111
H -2.84000 0.78752 -0.50742  0.100
H -2.33608 -0.51938 -1.56240  0.103
H -2.69278 -1.04868 -0.04378  0.060
H 2.40624 -1.69529 1.62294  0.116
H 3.38221 -0.14459 1.13758  0.084
H 2.98396 -1.22529 -0.20430  0.101
H -1.56735 2.25068 -0.97308  0.013

Forces on the atoms, in the same order (eV/Å):
C -1.4 -0.9 -0.2
C -0.2 0.2 -2.0
C 0.6 -1.6 -0.1
N 3.2 0.9 0.4
N 2.4 -0.6 0.3
N -0.3 0.7 0.0
N 0.4 2.3 -0.7
N -3.5 -0.7 0.2
H 0.6 -1.1 0.9
H 0.5 0.4 0.3
H -1.4 -0.5 1.2
H 0.8 1.5 -1.9
H -0.9 -0.3 0.2
H -0.8 0.1 1.5
H -0.1 -0.2 -0.2

=====

# 2
Computed, not measured: a gas-phase ion, C3H7N5 (charge +2), with ωB97M-V with the def2-TZVPD basis set.

Its LUMO energy (alpha / beta) is -9.8 / -9.8 eV. For the molar mass, the calculation gives 113.12 g/mol. The value obtained for the total energy is -391.3614 Ha. For the energy above the lowest of the compared OMol25 structures with the same formula, charge and spin, the calculation gives 337.7 kJ/mol. The net charge is +2.

Last column: Löwdin charge in e.
Cartesian coordinates (Å):
C -0.09548 0.47926 0.85919  0.045
C -0.44101 -1.73857 0.07524  0.020
C -0.63188 0.73168 -0.51850  -0.118
N 0.67368 1.30495 -0.86850  0.203
N 1.12794 1.66926 0.23740  -0.135
N 0.14103 -0.78168 0.99266  0.106
N 1.78859 2.32088 0.88737  0.356
N -0.94293 -0.70601 -0.99808  0.165
H 0.25136 -2.40016 -0.40414  0.152
H -1.17813 -2.37701 0.45807  0.141
H -1.29432 1.42164 -0.89389  0.145
H 0.81333 -1.02868 1.76514  0.222
H 2.22582 2.97225 1.59338  0.249
H -0.45882 -1.02297 -1.86973  0.202
H -1.97918 -0.84485 -1.31561  0.248

Forces on the atoms, in the same order (eV/Å):
C -1.5 -0.6 -0.3
C 0.3 1.9 -1.5
C 1.8 -2.3 0.6
N 0.5 -0.5 -1.1
N 0.1 0.9 1.6
N 1.3 0.1 2.3
N 1.8 1.4 0.1
N -1.2 -1.8 -1.9
H 0.9 0.0 -0.2
H -1.6 -0.3 0.8
H -2.4 1.2 -0.1
H -1.1 -0.3 -1.0
H -0.6 -0.9 -0.9
H 0.0 0.9 0.4
H 1.8 0.5 1.2

=====

# 3
Computed, not measured: a molecular structure, C3H7N5O, with ωB97M-V with the def2-TZVPD basis set.

Its LUMO energy is 0.8 eV. For the molar mass, the calculation gives 129.12 g/mol. The value obtained for the total energy is -467.4107 Ha. For the energy above the lowest of the compared OMol25 structures with the same formula, charge and spin, the calculation gives 362.2 kJ/mol. The net charge is 0.

Last column: Löwdin charge in e.
Cartesian coordinates (Å):
C 2.83829 -0.01037 -0.52499  -0.251
C -1.21341 1.64026 0.32885  -0.028
C -1.01216 0.26928 -0.22883  -0.235
N 2.71504 -0.32554 0.77203  -0.015
N 1.65830 0.19758 -1.08571  0.051
N 1.44653 -0.31572 1.02515  -0.018
N 0.84205 -0.01191 -0.08153  -0.135
N -1.54267 -1.97192 -0.15034  0.079
O -1.58103 -0.69290 0.49935  -0.124
H 3.77284 0.06851 -1.03523  0.085
H -0.98384 1.64386 1.39079  0.091
H -2.25717 1.92506 0.19487  0.091
H -0.58174 2.35472 -0.19024  0.089
H -1.05978 0.14289 -1.30939  0.135
H -2.34716 -2.47445 0.21571  0.093
H -0.69408 -2.43934 0.17952  0.092

Forces on the atoms, in the same order (eV/Å):
C -0.3 0.0 0.2
C -0.1 -0.2 0.1
C 2.7 -0.7 0.1
N 1.2 -0.1 0.1
N 0.0 0.1 -0.5
N -0.9 -0.1 0.6
N -2.9 0.5 -0.6
N 0.2 0.1 -0.5
O -0.2 -0.1 0.3
H 0.2 0.0 -0.2
H 0.0 0.0 0.0
H 0.0 0.0 0.0
H 0.0 0.0 0.0
H 0.0 -0.1 0.1
H 0.1 0.2 0.2
H -0.2 0.3 0.2

=====

# 4
Computed, not measured: 2 unconnected molecules or ions with the total composition C3H7N5O4S, with ωB97M-V with the def2-TZVPD basis set.

Its LUMO energy (alpha / beta) is -1.9 / -1.2 eV. For the molar mass, the calculation gives 209.19 g/mol. The value obtained for the total energy is -1091.3585 Ha. For the energy above the lowest of the compared OMol25 structures with the same formula, charge and spin, the calculation gives 281.8 kJ/mol. The net charge is 0.

Last column: Löwdin charge in e.
Cartesian coordinates (Å):
C 2.12697 0.24150 -0.43639  -0.603
C -1.37824 -1.31850 0.03437  -0.965
C -1.64968 1.59693 0.03344  -0.659
N 2.21770 -0.70457 -1.38831  0.189
N -0.77827 -2.37378 0.61204  0.083
N 1.29748 -0.17832 0.63450  0.064
N -0.55887 -0.41724 -0.48662  0.003
N 1.13810 0.73547 1.53664  0.126
O -2.19505 2.65006 -0.54738  0.171
O 2.72528 1.29515 -0.41030  0.075
O -1.60508 1.40219 1.20722  0.115
O -1.08314 0.79614 -0.91259  -0.018
S -3.04139 -1.28004 -0.19294  0.630
H 1.50689 -1.41649 -1.41715  0.097
H 2.73176 -0.49375 -2.22501  0.119
H 0.19276 -2.29381 0.86641  0.079
H -1.35796 -3.08344 1.02342  0.088
H 0.47316 0.55464 2.27356  0.129
H 1.38615 1.70176 1.30951  0.136
H -2.14856 2.58608 -1.51443  0.142

Forces on the atoms, in the same order (eV/Å):
C 0.5 0.4 -0.7
C -2.1 -0.4 0.2
C 0.1 -0.5 0.3
N 0.0 -0.1 0.0
N 0.7 -0.1 0.2
N -1.6 -0.4 1.4
N 2.1 1.0 -0.7
N 0.4 0.2 -0.6
O -0.2 0.3 -0.2
O -0.1 0.1 0.0
O 0.0 0.2 0.2
O 0.1 -0.4 -0.3
S 0.1 0.0 0.1
H 0.0 0.0 -0.1
H 0.0 0.1 0.0
H 0.0 -0.1 0.1
H 0.0 0.1 -0.1
H 0.0 -0.1 0.0
H -0.1 -0.2 0.0
H 0.0 -0.2 0.2

=====

# 5
Computed, not measured: a gas-phase ion, C3H7N8 (charge +1), with ωB97M-V with the def2-TZVPD basis set.

Its LUMO energy is -2.9 eV. For the molar mass, the calculation gives 155.15 g/mol. The value obtained for the total energy is -556.2037 Ha. For the energy above the lowest of the compared OMol25 structures with the same formula, charge and spin, the calculation gives 123.1 kJ/mol. The net charge is +1.

Last column: Löwdin charge in e.
Cartesian coordinates (Å):
C -0.01580 0.97034 -0.17144  -0.085
C 1.35634 -0.84089 -0.13064  -0.356
C -2.02556 -0.24531 -0.00045  -0.403
N -0.99871 1.79142 -0.07078  0.116
N 0.22179 -1.39235 -0.01784  0.120
N -2.20165 1.07356 0.00092  0.106
N 1.24981 0.54530 -0.11314  -0.040
N -0.78095 -0.57149 -0.13677  0.088
N 2.64920 -1.28362 0.01102  0.186
N -3.03475 -1.10075 0.11936  0.188
N 2.45080 1.27096 0.20420  0.117
H -2.99073 1.65325 0.11804  0.157
H 2.73505 -2.30144 0.24929  0.159
H 3.22173 -0.54095 0.26482  0.051
H -4.00370 -0.56133 0.01338  0.196
H -2.92089 -2.03960 -0.22613  0.125
H 2.23738 2.18356 0.64187  0.133
H 2.85063 1.38934 -0.75573  0.140

Forces on the atoms, in the same order (eV/Å):
C -4.7 -3.8 0.6
C 1.2 1.0 1.6
C -0.5 -1.8 0.1
N 1.2 0.5 -0.2
N -0.5 -5.4 -0.3
N 3.3 1.0 -0.2
N 0.5 2.5 0.0
N 3.7 6.8 -0.6
N -3.5 -3.3 -1.1
N -3.8 1.9 -0.1
N -0.4 0.4 -1.9
H -1.1 0.1 0.1
H 0.4 1.8 -0.2
H 1.8 0.8 0.9
H 2.6 -2.5 0.3
H -0.3 0.0 0.0
H 0.0 -0.7 -0.5
H 0.0 0.7 1.3

=====

# 6
Computed, not measured: C3H7NO in the gas phase, with ωB97M-V with the def2-TZVPD basis set.

Its LUMO energy is 1.1 eV. For the molar mass, the calculation gives 73.09 g/mol. The value obtained for the total energy is -248.3694 Ha. For the energy above the lowest of the compared OMol25 structures with the same formula, charge and spin, the calculation gives 412.5 kJ/mol. The net charge is 0.

Last column: Löwdin charge in e.
Cartesian coordinates (Å):
C 0.60670 0.03655 0.07626  -0.392
C 1.15435 1.42722 0.63509  -0.020
C -1.39630 -1.23953 -0.60685  -0.130
N -0.71983 -0.00710 -0.53437  -0.104
O 0.50446 -0.08768 -1.23404  -0.028
H 0.91077 -0.84853 0.63634  0.138
H 1.86801 1.36430 1.44636  0.043
H 0.36815 2.08886 1.16995  0.097
H 1.65139 1.94091 -0.23578  0.086
H -2.39289 -1.10954 -1.14460  0.099
H -0.81984 -2.23667 -0.69765  0.115
H -1.73497 -1.32879 0.48929  0.098

Forces on the atoms, in the same order (eV/Å):
C -0.3 1.5 3.4
C -1.3 0.3 -0.3
C -2.2 -2.2 3.2
N 0.5 1.5 0.4
O 1.8 0.0 -4.0
H 0.0 0.0 0.0
H 0.5 -0.7 -0.1
H 0.8 -1.1 -1.6
H -0.8 -0.3 1.0
H 1.7 -0.6 0.1
H -0.6 1.8 -0.7
H -0.1 -0.2 -1.3

=====

# 7
Computed, not measured: C3H7NO in the gas phase, with ωB97M-V with the def2-TZVPD basis set.

Its LUMO energy is 0.8 eV. For the molar mass, the calculation gives 73.09 g/mol. The value obtained for the total energy is -248.4721 Ha. For the energy above the lowest of the compared OMol25 structures with the same formula, charge and spin, the calculation gives 142.7 kJ/mol. The net charge is 0.

Last column: Löwdin charge in e.
Cartesian coordinates (Å):
C -0.77771 -0.81315 1.07636  -0.106
C -0.48574 0.61277 0.37760  -0.156
C 0.77649 0.76641 -0.65586  -0.476
N 1.05238 -0.35244 -1.48833  0.121
O 1.36424 1.87195 -0.54851  -0.022
H 0.10234 -1.10393 1.57577  0.039
H -1.27061 -1.53944 0.35038  0.082
H -1.55412 -0.51717 1.85698  0.081
H -1.34568 0.91479 -0.34561  0.124
H -0.32248 1.47715 1.06554  0.101
H 0.45346 -1.05329 -1.19923  0.030
H 2.00743 -0.26366 -2.06510  0.182

Forces on the atoms, in the same order (eV/Å):
C -2.4 2.9 -1.1
C 0.0 -0.2 -2.5
C 0.2 1.4 1.9
N 3.2 5.6 -0.1
O -0.9 -3.4 -1.4
H 0.9 -0.9 0.4
H 1.0 0.7 1.1
H 0.9 -0.8 -0.9
H 1.0 -0.6 1.5
H -0.2 -1.0 -0.3
H -0.4 -2.5 -0.3
H -3.3 -1.1 1.8

=====

# 8
Computed, not measured: C3H7NO in the gas phase, with ωB97M-V with the def2-TZVPD basis set.

Its LUMO energy is 0.7 eV. For the molar mass, the calculation gives 73.09 g/mol. The value obtained for the total energy is -248.4050 Ha. For the energy above the lowest of the compared OMol25 structures with the same formula, charge and spin, the calculation gives 319.1 kJ/mol. The net charge is 0.

Last column: Löwdin charge in e.
Cartesian coordinates (Å):
C -1.35158 1.36001 -0.53432  0.026
C -0.56090 0.02615 -0.47548  -0.543
C 1.12952 -1.14905 0.63189  -0.210
H -0.58759 1.92057 -0.72024  -0.004
H -2.24774 1.24471 -1.01720  0.043
H -1.65324 1.61333 0.66673  0.162
H 1.45518 0.56319 -0.30939  0.185
H 1.37301 -2.02700 -0.21870  0.128
H 0.46452 -1.56823 1.44945  0.070
H 2.15415 -1.18340 1.44273  0.138
N 0.61351 0.12875 0.25424  -0.081
O -0.78883 -0.92903 -1.16972  0.085

Forces on the atoms, in the same order (eV/Å):
C -2.2 -4.7 7.2
C -0.9 1.1 -2.0
C 2.8 -4.3 2.9
H 3.7 4.6 -1.9
H -1.6 0.3 -1.9
H 0.9 -0.6 -3.3
H -2.7 -0.3 1.2
H -0.9 2.6 2.1
H 0.2 0.0 -1.5
H -2.5 1.0 -2.9
N 4.3 0.8 -0.3
O -0.9 -0.5 0.4

=====

# 9
Computed, not measured: C3H7NO in the gas phase, with ωB97M-V with the def2-TZVPD basis set.

Its LUMO energy is 1.0 eV. For the molar mass, the calculation gives 73.09 g/mol. The value obtained for the total energy is -248.4008 Ha. For the energy above the lowest of the compared OMol25 structures with the same formula, charge and spin, the calculation gives 330.0 kJ/mol. The net charge is 0.

Last column: Löwdin charge in e.
Cartesian coordinates (Å):
C 1.21032 -0.41267 1.53260  -0.139
C -0.78421 -0.19400 -0.33116  -0.218
C -1.96513 0.08317 -1.29190  -0.093
H 0.37338 -0.01721 2.13779  0.085
H 0.99104 -1.48074 1.25215  0.095
H 2.20636 -0.34983 2.07420  0.111
H -1.04649 -0.74760 0.55770  0.084
H -1.64377 -0.04771 -2.33549  0.061
H -2.73611 -0.72750 -0.93538  0.093
H -2.44350 1.13030 -1.17626  0.093
N 0.34620 0.41110 -0.55034  0.031
O 1.38873 0.31295 0.35255  -0.203

Forces on the atoms, in the same order (eV/Å):
C 0.3 -1.2 0.3
C 0.8 2.1 -0.7
C -0.8 -0.7 1.4
H 0.4 -0.1 -0.1
H 0.2 0.7 0.6
H -1.4 -0.1 -0.6
H 0.3 -0.2 0.3
H -0.4 -0.1 0.4
H 1.1 1.7 -1.3
H 0.9 -1.7 0.0
N -1.5 -1.0 0.4
O 0.0 0.5 -0.7

=====

# 10
Computed, not measured: 2 unconnected molecules or ions with the total composition C3H7NO, with ωB97M-V with the def2-TZVPD basis set.

Its LUMO energy is 0.9 eV. For the molar mass, the calculation gives 73.09 g/mol. The value obtained for the total energy is -248.4326 Ha. For the energy above the lowest of the compared OMol25 structures with the same formula, charge and spin, the calculation gives 246.6 kJ/mol. The net charge is 0.

Last column: Löwdin charge in e.
Cartesian coordinates (Å):
C -0.74124 1.15609 1.42278  -0.168
O 0.05408 1.40209 0.28138  -0.141
C 0.32216 -1.25607 -0.99384  -0.286
C 1.36886 -0.71461 -1.56532  -0.004
N -0.72273 -1.69732 -0.51663  0.126
H -1.17028 0.14445 1.41339  0.061
H -0.08793 1.25252 2.29306  0.080
H -1.55736 1.88541 1.52368  0.077
H -0.48372 1.20851 -0.49644  0.070
H 1.80934 -1.16265 -2.44772  0.055
H 1.79753 0.17877 -1.12688  0.053
H -0.58871 -2.39719 0.21253  0.076

Forces on the atoms, in the same order (eV/Å):
C -0.2 0.0 0.4
O -0.1 0.0 -0.2
C -0.3 -0.2 0.1
C -0.1 -0.1 0.1
N 0.6 0.2 -0.2
H 0.1 0.2 0.0
H -0.1 0.0 -0.1
H 0.1 -0.1 0.0
H 0.1 0.1 0.1
H -0.1 0.0 0.1
H -0.1 -0.1 0.0
H 0.0 0.0 -0.1

=====

# 11
Computed, not measured: C3H7NO in the gas phase, with ωB97M-V with the def2-TZVPD basis set.

Its LUMO energy is 0.9 eV. For the molar mass, the calculation gives 73.09 g/mol. The value obtained for the total energy is -248.5000 Ha. For the energy above the lowest of the compared OMol25 structures with the same formula, charge and spin, the calculation gives 69.5 kJ/mol. The net charge is 0.

Last column: Löwdin charge in e.
Cartesian coordinates (Å):
C 1.44747 0.87429 0.94534  -0.112
C 1.00975 -0.31223 0.08191  -0.181
C -0.44404 -0.09396 -0.35277  -0.532
N -1.18944 -1.25111 -0.31763  0.137
O -1.05090 0.93086 -0.61198  0.041
H 1.69498 0.64639 2.04232  0.083
H 2.45884 1.09225 0.48526  0.078
H 0.76522 1.79755 1.03505  0.100
H 1.11003 -1.30958 0.54318  0.106
H 1.63118 -0.44650 -0.78932  0.105
H -0.85766 -2.05619 0.22531  0.103
H -2.14844 -1.22162 -0.46944  0.074

Forces on the atoms, in the same order (eV/Å):
C 2.0 0.9 1.3
C -1.4 0.2 0.3
C -1.8 -1.0 0.5
N 2.4 -1.5 0.8
O 1.5 0.3 -0.2
H -0.5 -0.2 -1.6
H -1.1 0.8 0.9
H 1.0 -1.6 -0.9
H -0.3 0.6 0.3
H 0.1 0.5 -0.5
H -0.2 0.7 -0.6
H -1.7 0.4 -0.3

=====

# 12
Computed, not measured: C3H7NO in the gas phase, with ωB97M-V with the def2-TZVPD basis set.

Its LUMO energy is 0.9 eV. For the molar mass, the calculation gives 73.09 g/mol. The value obtained for the total energy is -248.4259 Ha. For the energy above the lowest of the compared OMol25 structures with the same formula, charge and spin, the calculation gives 264.0 kJ/mol. The net charge is 0.

Last column: Löwdin charge in e.
Cartesian coordinates (Å):
C 0.90998 0.11460 0.29689  -0.203
C -0.39619 -0.49065 0.02721  -0.289
N 0.65186 1.37405 -0.51362  -0.023
C -1.54488 -0.34493 -0.61510  0.063
O -0.36642 -1.73730 1.01654  -0.114
H 0.48603 -2.19843 0.97672  0.055
H 0.09099 2.04835 0.00083  0.073
H 1.52502 1.81542 -0.78833  0.060
H 1.05149 0.37183 1.34695  0.120
H 1.72878 -0.45179 -0.14756  0.126
H -1.79849 0.56446 -1.14615  0.061
H -2.33817 -1.06561 -0.45437  0.072

Forces on the atoms, in the same order (eV/Å):
C -1.6 3.4 -2.1
C -0.2 -5.4 3.5
N 1.7 0.2 0.0
C 0.4 0.7 0.5
O -0.8 1.6 -1.8
H -0.2 0.4 -0.3
H 0.3 -0.2 0.1
H -0.2 0.1 0.1
H 0.1 -0.6 0.0
H 0.0 0.1 0.2
H 0.3 -0.2 -0.2
H 0.3 -0.1 0.0